[1]
Here is a 2-piece molecular cluster, C4H4N2O overall in a non-equilibrium geometry from the Open Molecules 2025 dataset. Energies are from ωB97M-V with the def2-TZVPD basis set.

Its HOMO energy is -0.390 Eh.

The geometry in XYZ format:
```
11
Properties=species:S:1:pos:R:3:forces:R:3:lowdin_charge:R:1
O -1.804120 -1.444617 -0.027239 0.263 1.485 0.681 -0.028
N -1.396782 0.614642 -0.568097 0.094 -0.368 0.414 0.014
N -1.303578 -0.569711 -0.986836 -0.475 0.854 -0.395 0.020
C 2.839460 -1.683700 0.494964 -1.332 1.314 0.317 0.003
C 2.173131 -0.673940 0.547712 0.961 -2.303 -0.213 -0.002
C -2.120901 -0.660279 1.029370 0.772 0.880 -1.763 -0.100
C -1.905517 0.655403 0.743032 0.575 -3.411 -1.945 -0.074
H -1.932231 1.518813 1.310118 -0.259 1.406 0.848 0.079
H 1.319070 -0.074429 0.522142 -0.342 1.157 -0.016 -0.015
H -2.302385 -1.241318 1.849636 -0.951 -0.857 2.174 0.094
H 3.175605 -2.683159 0.548618 0.693 -0.158 -0.102 0.009
```
Forces are in eV/Å.



[2]
Here is one molecule with the formula C4H4N2O in a non-equilibrium geometry from the Open Molecules 2025 dataset. Energies are from ωB97M-V with the def2-TZVPD basis set.

Its HOMO energy (spin up / spin down) is -0.360 / -0.350 Eh.

The geometry in XYZ format:
```
11
Properties=species:S:1:pos:R:3:forces:R:3:lowdin_charge:R:1
O -1.399916 -1.359654 -1.819354 -0.034 0.263 0.275 0.050
N -1.637693 0.122424 -0.065077 -0.406 0.401 0.445 0.168
N 0.260429 1.063124 1.080316 -0.178 -0.106 -0.047 0.074
C 1.074864 0.194204 0.344866 0.984 -0.212 0.038 -0.267
C -0.919382 -0.683354 -0.919485 1.193 -0.364 -0.206 -0.515
C 0.520442 -0.683516 -0.648213 -0.611 -0.243 -0.545 0.128
C -1.021656 0.914351 0.825972 -0.359 -0.037 -0.001 -0.213
H 1.985418 0.689716 -0.048887 -0.294 0.333 -0.196 0.162
H 1.154464 -1.344065 -1.239221 -0.071 0.112 0.223 0.130
H 1.682953 -0.420471 1.048650 -0.352 -0.148 0.145 0.173
H -1.699922 1.507239 1.440433 0.129 0.000 -0.130 0.110
```
Forces are in eV/Å.



[3]
Here is one molecule with the formula C4H4N2O in a non-equilibrium geometry from the Open Molecules 2025 dataset. Energies are from ωB97M-V with the def2-TZVPD basis set.

Its HOMO energy is -0.301 Eh.

The geometry in XYZ format:
```
11
Properties=species:S:1:pos:R:3:forces:R:3:lowdin_charge:R:1
O -0.194095 -0.446634 0.402369 -0.163 0.949 2.052 -0.001
N 0.540467 -1.214454 -1.962874 0.281 -0.296 -0.639 0.037
N -0.025174 2.392822 2.981477 0.740 -0.451 -0.851 0.151
C -0.362034 0.948102 0.902859 0.091 0.028 0.002 -0.038
C -0.285535 -1.102339 -0.771541 0.275 1.285 0.753 -0.394
C -0.287577 1.574858 2.112641 0.053 -1.817 -1.721 -0.143
C -0.792143 -1.954046 -1.576682 -1.638 -0.743 -0.222 0.029
H -0.589252 1.731614 0.200632 0.037 -0.352 -0.818 0.105
H -1.626744 -2.596549 -2.020088 1.746 1.240 0.709 0.119
H -0.670500 2.885683 3.570468 -0.680 -0.363 0.221 0.070
H 1.343213 -1.879198 -1.880984 -0.741 0.520 0.514 0.067
```
Forces are in eV/Å.



[4]
Here is C4H4N2O as an isolated structure in a non-equilibrium geometry from the Open Molecules 2025 dataset. Energies are from ωB97M-V with the def2-TZVPD basis set.

Its HOMO energy (spin up / spin down) is -0.345 / -0.345 Eh.

The geometry in XYZ format:
```
11
Properties=species:S:1:pos:R:3:forces:R:3:lowdin_charge:R:1
O -1.076858 0.774703 0.034058 -1.693 -0.639 -0.465 -0.011
N -1.569538 -2.505150 0.804749 0.225 1.072 -0.694 0.180
N 2.505065 0.448325 -0.096815 -0.980 0.420 0.646 0.197
C 0.871269 1.034572 0.595108 2.198 0.390 0.565 -0.030
C -1.439471 -1.522603 0.203772 -0.269 -1.189 0.705 -0.145
C 1.357113 0.128755 -0.395164 0.253 -0.093 -0.102 -0.346
C -1.345222 -0.267992 -0.535156 -0.374 0.706 0.133 -0.267
H 0.832425 -0.588581 -1.035311 0.076 -0.274 -0.421 0.100
H -1.590982 -0.290388 -1.600498 0.107 -0.192 -0.055 0.132
H 0.687078 0.692570 1.607681 0.304 -0.036 -0.124 0.097
H 0.769121 2.095790 0.417576 0.155 -0.164 -0.188 0.094
```
Forces are in eV/Å.



[5]
Here is one molecule with the formula C4H4N2O from the Open Molecules 2025 dataset. Energies are from ωB97M-V with the def2-TZVPD basis set.

Its HOMO energy is -0.352 Eh.

The geometry in XYZ format:
```
11
Properties=species:S:1:pos:R:3:forces:R:3:lowdin_charge:R:1
O 1.858784 -1.243285 -1.670074 -0.364 0.203 0.340 0.038
N 0.708569 0.727964 0.485719 -0.051 -0.064 -0.083 0.116
N -1.458854 0.700276 0.981794 0.192 0.023 0.029 0.064
C -1.175708 -0.302135 0.107589 -0.141 -0.143 -0.115 -0.109
C -0.303997 1.296102 1.182595 0.024 0.016 0.040 -0.183
C 0.716905 -1.202568 -1.264826 0.265 0.086 0.015 -0.232
C 0.155539 -0.323053 -0.237195 -0.167 0.102 -0.016 -0.220
H -0.161340 2.158732 1.822650 0.068 -0.176 -0.088 0.124
H -1.941333 -0.978495 -0.250735 0.080 0.116 0.022 0.114
H -0.069016 -1.863670 -1.694115 0.200 0.073 0.114 0.125
H 1.670451 1.030132 0.536597 -0.106 -0.235 -0.258 0.162
```
Forces are in eV/Å.



[6]
Here is one molecule with the formula C4H4N2O from the Open Molecules 2025 dataset. Energies are from ωB97M-V with the def2-TZVPD basis set.

Its HOMO energy is -0.323 Eh.

The geometry in XYZ format:
```
11
Properties=species:S:1:pos:R:3:forces:R:3:lowdin_charge:R:1
O -0.719373 -0.568685 1.340656 0.381 0.310 0.102 0.030
N 1.090589 0.864351 -0.561609 -0.052 -0.078 0.258 0.051
N -1.518801 -1.564553 -1.201212 0.472 0.513 -0.015 0.179
C -0.768657 -0.612682 -1.210168 -0.299 -0.414 0.018 -0.141
C 1.182161 0.743143 0.712040 0.066 0.031 -0.186 -0.142
C 0.275264 0.055103 1.653803 -0.264 -0.128 -0.064 -0.229
C 0.150105 0.339675 -1.419906 -0.100 -0.058 0.014 -0.156
H 0.192022 0.734032 -2.432899 -0.109 -0.066 0.160 0.105
H 2.006533 1.281281 1.184507 -0.064 -0.103 -0.053 0.097
H -2.440166 -1.445679 -0.786886 0.002 -0.004 -0.136 0.094
H 0.550323 0.174015 2.721673 -0.033 -0.003 -0.099 0.113
```
Forces are in eV/Å.



[7]
Here is a 2-piece molecular cluster, C4H4N2O overall from the Open Molecules 2025 dataset. Energies are from ωB97M-V with the def2-TZVPD basis set.

Its HOMO energy (spin up / spin down) is -0.335 / -0.335 Eh.

The geometry in XYZ format:
```
11
Properties=species:S:1:pos:R:3:forces:R:3:lowdin_charge:R:1
O -0.478599 -1.115535 -0.189978 -0.297 -0.655 -0.227 -0.041
N -0.662944 1.716074 1.867140 -0.183 -0.722 -0.515 0.183
N 2.437065 0.728252 0.433127 -0.611 -0.578 -0.311 0.183
C 1.654469 -0.038309 0.045331 0.445 0.335 0.197 -0.221
C 0.787197 -1.025655 -0.472756 0.785 0.216 0.008 -0.148
C -1.292328 -0.362417 0.487674 -0.307 0.571 0.514 -0.147
C -0.900425 0.776163 1.226178 0.069 0.464 0.378 -0.221
H -2.312168 -0.716823 0.487686 0.125 0.076 0.039 0.129
H 1.146977 -1.822381 -1.106303 -0.002 0.116 0.094 0.129
H -0.249648 0.731638 -1.893951 -0.096 0.132 -0.055 0.076
H -0.887497 0.982529 -1.596432 0.074 0.046 -0.123 0.078
```
Forces are in eV/Å.



[8]
Here is one molecule with the formula C4H4N2O in a non-equilibrium geometry from the Open Molecules 2025 dataset. Energies are from ωB97M-V with the def2-TZVPD basis set.

Its HOMO energy is -0.335 Eh.

The geometry in XYZ format:
```
11
Properties=species:S:1:pos:R:3:forces:R:3:lowdin_charge:R:1
O 0.115405 -1.067043 -0.154815 -0.590 -0.915 0.875 -0.067
N -2.069558 0.494753 0.435279 -3.252 -1.223 -0.185 -0.138
N -0.859106 1.052722 0.454681 0.405 -1.357 -0.562 0.113
C 1.461666 0.861806 0.256980 0.811 -1.953 -2.785 0.000
C -0.377541 -1.745469 -1.163948 -0.716 4.623 -1.842 0.131
C -3.200130 0.100006 0.445239 2.789 1.019 0.020 0.043
C 0.117656 0.294352 0.094595 -0.631 0.398 0.767 -0.387
H -0.387788 -2.748676 -0.966471 0.616 -2.902 1.556 -0.018
H 1.412121 1.529277 1.093448 0.686 0.544 0.006 0.084
H 1.633460 1.264852 -0.797891 0.353 0.326 1.612 0.126
H 2.153812 -0.036580 0.302905 -0.471 1.440 0.537 0.113
```
Forces are in eV/Å.



[9]
Here is one molecule with the formula C4H4N2O in a non-equilibrium geometry from the Open Molecules 2025 dataset. Energies are from ωB97M-V with the def2-TZVPD basis set.

Its HOMO energy is -0.347 Eh.

The geometry in XYZ format:
```
11
Properties=species:S:1:pos:R:3:forces:R:3:lowdin_charge:R:1
O -2.818278 -0.301205 0.214507 4.643 1.571 -1.185 -0.012
N -0.792090 -1.347184 -0.153377 3.665 0.470 0.418 0.108
N -0.845299 1.024021 -0.081876 3.086 1.501 -0.115 0.108
C 0.570595 -1.344923 -0.003198 -2.299 -1.376 0.501 -0.119
C -1.565795 -0.164751 -0.019440 -3.274 -2.063 1.372 -0.516
C 1.425216 -0.197176 0.309411 -4.365 1.583 -3.280 -0.059
C 0.649960 0.948243 -0.014238 -1.493 -0.265 1.790 -0.026
H 2.441865 -0.156967 -0.049531 0.401 -0.142 0.848 0.091
H 1.173962 1.901113 0.007313 -0.554 0.143 -0.442 0.102
H 1.080562 -2.371600 -0.052781 -1.037 1.477 -0.167 0.123
H -1.320700 2.010431 -0.156794 1.226 -2.899 0.259 0.199
```
Forces are in eV/Å.



[10]
Here is one molecule with the formula C4H4N2O in a non-equilibrium geometry from the Open Molecules 2025 dataset. Energies are from ωB97M-V with the def2-TZVPD basis set.

Its HOMO energy is -0.341 Eh.

The geometry in XYZ format:
```
11
Properties=species:S:1:pos:R:3:forces:R:3:lowdin_charge:R:1
O -1.940115 -1.182067 -1.634901 0.865 0.812 0.496 0.064
N 0.974539 0.722805 0.519934 -0.675 0.152 -0.798 0.030
N -0.480057 0.733372 -1.418286 0.252 -0.967 1.040 0.128
C -1.115075 -0.629166 -0.946749 0.647 1.481 -0.572 -0.409
C 0.367510 -0.409199 0.988740 -0.355 -0.238 -0.212 -0.136
C 0.461022 1.303839 -0.753115 0.265 -1.473 1.802 -0.147
C -0.610246 -1.079030 0.339392 0.090 0.174 -0.018 -0.028
H 0.980273 2.255678 -1.043531 -0.701 -1.028 0.175 0.124
H -1.011728 -1.973783 0.807414 -0.059 0.176 -0.289 0.110
H 0.684979 -0.798387 1.959008 0.184 0.355 -0.301 0.124
H 1.688897 1.055938 1.182094 -0.513 0.556 -1.324 0.141
```
Forces are in eV/Å.



ΔE to the lowest compared entry with this formula, charge and spin in eV, matching the order above: 4.918, 3.297, 7.389, 5.131, 0.265, 2.755, 4.993, 6.739, 1.861, 0.881
M in g mol⁻¹, matching the order above: 96.09, 96.09, 96.09, 96.09, 96.09, 96.09, 96.09, 96.09, 96.09, 96.09